Entry 1:
Entry from OMol25: a structure of composition C4H7CdO2 in a non-equilibrium geometry (ωB97M-V/def2-TZVPD).

Cartesian coordinates (Å):
O (2.09, 0.33, 1.52)
C (1.05, 0.88, 1.11)
C (-0.15, 0.16, 0.77)
H (-1.06, 0.75, 0.93)
H (1.12, 1.93, 0.78)
H (-0.22, -0.78, 1.33)
Cd (4.01, 0.48, 1.30)
C (-1.16, -1.06, -1.35)
C (-0.12, -0.10, -0.89)
O (-2.44, -0.84, -0.70)
H (-0.85, -2.07, -1.04)
H (-0.19, 0.93, -1.28)
H (0.85, -0.42, -1.30)
H (-2.93, -0.19, -1.20)

Results
charge = 0
spin multiplicity = 2
orbital gap (alpha / beta) = 0.221 / 0.183 Ha
HOMO level (alpha / beta) = -6.269 / -6.238 eV
calculated total energy = -474.6427 a.u.
<S²> = 0.756
lowest unoccupied orbital energy (alpha / beta) = -0.0098 / -0.0459 hartree

Charges per atom according to natural (NBO) partitioning, unit e: atom 1 (O): -0.72, atom 2 (C): 0.46, atom 3 (C): -0.50, atom 4 (H): 0.24, atom 5 (H): 0.14, atom 6 (H): 0.24, atom 7 (Cd): 0.08, atom 8 (C): 0.19, atom 9 (C): -0.47, atom 10 (O): -0.72, atom 11 (H): 0.14, atom 12 (H): 0.21, atom 13 (H): 0.23, atom 14 (H): 0.48

***

Entry 2:
Entry from OMol25: the molecule C19H25N3O3 (ωB97M-V/def2-TZVPD).

Cartesian coordinates (Å):
C (-4.26, -3.64, -1.06)
C (-4.01, -2.37, -1.87)
C (-2.94, -1.46, -1.25)
C (-3.38, -0.86, 0.09)
C (-2.36, 0.16, 0.64)
C (-2.19, -0.10, 2.12)
O (-3.07, -0.17, 2.93)
O (-0.90, -0.25, 2.46)
C (-2.82, 1.63, 0.45)
C (-3.05, 1.97, -1.01)
C (-1.82, 2.62, 1.07)
C (-0.52, 2.73, 0.29)
O (-0.33, 3.56, -0.57)
N (0.42, 1.81, 0.65)
C (1.68, 1.67, 0.11)
C (2.31, 2.43, -0.91)
C (3.54, 1.85, -1.03)
N (3.62, 0.83, -0.15)
C (4.67, -0.06, 0.09)
C (4.48, -1.11, 0.98)
C (5.50, -1.99, 1.24)
C (6.73, -1.85, 0.61)
C (6.92, -0.80, -0.27)
C (5.91, 0.09, -0.54)
N (2.48, 0.71, 0.55)
H (-3.34, -4.18, -0.91)
H (-4.96, -4.28, -1.59)
H (-4.69, -3.40, -0.09)
H (-4.94, -1.81, -1.97)
H (-3.68, -2.65, -2.87)
H (-2.72, -0.66, -1.95)
H (-2.03, -2.04, -1.10)
H (-3.51, -1.66, 0.81)
H (-4.36, -0.38, -0.03)
H (-1.40, 0.01, 0.14)
H (-0.81, -0.45, 3.41)
H (-3.76, 1.74, 1.00)
H (-3.86, 1.39, -1.44)
H (-2.15, 1.80, -1.60)
H (-3.30, 3.03, -1.11)
H (-1.62, 2.36, 2.11)
H (-2.28, 3.61, 1.05)
H (0.21, 1.12, 1.37)
H (1.89, 3.26, -1.44)
H (4.35, 2.10, -1.69)
H (3.52, -1.20, 1.46)
H (5.35, -2.80, 1.94)
H (7.53, -2.54, 0.82)
H (7.88, -0.68, -0.77)
H (6.08, 0.90, -1.23)

Results
charge = 0
orbital gap = 0.320 Ha
HOMO level = -8.150 eV
SMILES string = CCCC[C@H](C(=O)O)[C@H](C)CC(=O)Nc1ccn(-c2ccccc2)n1
calculated total energy = -1129.0438 a.u.
lowest unoccupied orbital energy = 0.0205 hartree

Charges per atom according to natural (NBO) partitioning, unit e: atom 1 (C): -0.61, atom 2 (C): -0.39, atom 3 (C): -0.40, atom 4 (C): -0.38, atom 5 (C): -0.35, atom 6 (C): 0.81, atom 7 (O): -0.59, atom 8 (O): -0.71, atom 9 (C): -0.18, atom 10 (C): -0.62, atom 11 (C): -0.49, atom 12 (C): 0.69, atom 13 (O): -0.61, atom 14 (N): -0.63, atom 15 (C): 0.30, atom 16 (C): -0.34, atom 17 (C): -0.02, atom 18 (N): -0.19, atom 19 (C): 0.23, atom 20 (C): -0.25, atom 21 (C): -0.19, atom 22 (C): -0.23, atom 23 (C): -0.19, atom 24 (C): -0.26, atom 25 (N): -0.31, atom 26 (H): 0.20, atom 27 (H): 0.21, atom 28 (H): 0.20, atom 29 (H): 0.19, atom 30 (H): 0.20, atom 31 (H): 0.20, atom 32 (H): 0.20, atom 33 (H): 0.22, atom 34 (H): 0.21, atom 35 (H): 0.23, atom 36 (H): 0.50, atom 37 (H): 0.22, atom 38 (H): 0.21, atom 39 (H): 0.21, atom 40 (H): 0.22, atom 41 (H): 0.21, atom 42 (H): 0.24, atom 43 (H): 0.43, atom 44 (H): 0.26, atom 45 (H): 0.22, atom 46 (H): 0.24, atom 47 (H): 0.21, atom 48 (H): 0.21, atom 49 (H): 0.22, atom 50 (H): 0.21

***

Entry 3:
Entry from OMol25: a cluster of 4 separate species, C21H34IN4O10PS2 in total in a non-equilibrium geometry (ωB97M-V/def2-TZVPD).

Cartesian coordinates (Å):
O (-1.42, 5.78, 1.59)
N (-1.89, 6.68, 0.95)
O (-2.61, 6.16, -0.12)
C (-1.69, 5.32, -0.86)
C (-1.88, 3.78, -0.88)
P (-3.24, 2.86, 0.06)
O (-2.88, 3.00, 1.58)
C (-0.88, 2.91, -1.74)
N (-1.08, 1.42, -1.80)
C (-1.63, 1.12, -2.96)
S (-2.03, 1.07, -4.59)
C (0.27, 3.65, -2.48)
C (1.31, 2.73, -3.31)
C (2.47, 2.33, -2.24)
O (3.45, 3.12, -2.18)
I (2.30, 0.57, -0.94)
C (0.52, 5.19, -2.45)
N (1.56, 5.99, -3.06)
S (1.19, 7.59, -2.60)
N (-0.24, 7.49, -1.64)
C (-0.51, 6.06, -1.62)
H (-3.12, 1.43, -0.21)
H (-4.57, 3.31, -0.24)
H (0.81, 1.81, -3.77)
H (1.82, 3.31, -4.16)
C (3.04, -3.40, 2.06)
O (2.44, -2.12, 2.18)
C (1.05, -2.20, 2.47)
C (0.77, -1.99, 3.96)
O (1.32, -3.04, 4.74)
C (2.57, -2.69, 5.33)
H (4.13, -3.28, 2.15)
H (2.71, -4.09, 2.85)
H (2.82, -3.82, 1.08)
H (0.63, -3.15, 2.12)
H (0.56, -1.39, 1.91)
H (-0.31, -2.01, 4.12)
H (1.14, -1.02, 4.30)
H (2.39, -2.06, 6.21)
H (3.22, -2.16, 4.63)
H (3.07, -3.61, 5.64)
C (8.51, -3.69, -1.41)
O (8.61, -4.66, -0.37)
C (8.07, -4.19, 0.86)
C (6.66, -4.73, 1.09)
O (5.74, -4.23, 0.12)
C (5.50, -5.15, -0.93)
H (8.65, -4.20, -2.36)
H (7.53, -3.20, -1.42)
H (9.29, -2.94, -1.30)
H (8.08, -3.10, 0.90)
H (8.72, -4.56, 1.66)
H (6.31, -4.38, 2.07)
H (6.65, -5.82, 1.10)
H (4.79, -5.92, -0.59)
H (6.42, -5.64, -1.27)
H (5.06, -4.61, -1.77)
C (-9.64, 1.78, 0.43)
O (-9.67, 0.78, -0.58)
C (-9.22, 1.26, -1.84)
C (-7.77, 0.88, -2.11)
O (-6.88, 1.50, -1.18)
C (-6.51, 0.64, -0.12)
H (-9.69, 1.28, 1.40)
H (-8.72, 2.37, 0.40)
H (-10.51, 2.44, 0.33)
H (-9.36, 2.35, -1.91)
H (-9.86, 0.80, -2.60)
H (-7.49, 1.22, -3.10)
H (-7.65, -0.21, -2.08)
H (-5.73, -0.05, -0.46)
H (-7.35, 0.07, 0.27)
H (-6.10, 1.25, 0.69)

Results
charge = 0
orbital gap = 0.260 Ha
HOMO level = -9.132 eV
SMILES string = O=NOc1c([PH2]=O)c(N=C=S)c(CC(=O)I)c2nsnc12.COCCOC.COCCOC.COCCOC
calculated total energy = -3226.9199 a.u.
lowest unoccupied orbital energy = -0.0761 hartree

Charges per atom according to Löwdin partitioning, unit e: atom 1 (O): 0.08, atom 2 (N): 0.02, atom 3 (O): -0.10, atom 4 (C): -0.14, atom 5 (C): -0.13, atom 6 (P): 0.77, atom 7 (O): -0.50, atom 8 (C): -0.17, atom 9 (N): 0.00, atom 10 (C): -0.60, atom 11 (S): 0.69, atom 12 (C): -0.06, atom 13 (C): -0.13, atom 14 (C): -0.74, atom 15 (O): -0.05, atom 16 (I): 0.77, atom 17 (C): -0.21, atom 18 (N): -0.24, atom 19 (S): 0.95, atom 20 (N): -0.23, atom 21 (C): -0.19, atom 22 (H): 0.02, atom 23 (H): 0.02, atom 24 (H): 0.08, atom 25 (H): 0.13, atom 26 (C): -0.10, atom 27 (O): -0.21, atom 28 (C): -0.20, atom 29 (C): -0.19, atom 30 (O): -0.19, atom 31 (C): -0.11, atom 32 (H): 0.08, atom 33 (H): 0.09, atom 34 (H): 0.09, atom 35 (H): 0.13, atom 36 (H): 0.12, atom 37 (H): 0.12, atom 38 (H): 0.13, atom 39 (H): 0.09, atom 40 (H): 0.08, atom 41 (H): 0.09, atom 42 (C): -0.11, atom 43 (O): -0.19, atom 44 (C): -0.20, atom 45 (C): -0.20, atom 46 (O): -0.21, atom 47 (C): -0.11, atom 48 (H): 0.09, atom 49 (H): 0.08, atom 50 (H): 0.09, atom 51 (H): 0.13, atom 52 (H): 0.12, atom 53 (H): 0.11, atom 54 (H): 0.13, atom 55 (H): 0.09, atom 56 (H): 0.08, atom 57 (H): 0.09, atom 58 (C): -0.11, atom 59 (O): -0.19, atom 60 (C): -0.20, atom 61 (C): -0.19, atom 62 (O): -0.21, atom 63 (C): -0.12, atom 64 (H): 0.09, atom 65 (H): 0.08, atom 66 (H): 0.09, atom 67 (H): 0.12, atom 68 (H): 0.12, atom 69 (H): 0.12, atom 70 (H): 0.13, atom 71 (H): 0.09, atom 72 (H): 0.09, atom 73 (H): 0.08